No. 1
The following is a quantum chemistry calculation of a structure of composition C28H35BiN3O4PS, from the Open Molecules 2025 dataset.

Cartesian coordinates (Å):
1 Bi 1.055 -0.784 0.292
2 S 4.882 -1.271 2.824
3 C 4.048 -2.744 3.004
4 C 2.907 -2.796 2.254
5 C 2.693 -1.614 1.516
6 C 3.693 -0.687 1.724
7 C 3.747 0.589 1.041
8 C 4.777 1.518 1.164
9 C 4.744 2.673 0.405
10 C 3.678 2.894 -0.463
11 C 2.675 1.953 -0.522
12 N 2.709 0.836 0.213
13 H 4.443 -3.507 3.656
14 H 2.269 -3.666 2.224
15 H 5.594 1.322 1.844
16 H 5.542 3.399 0.478
17 H 3.626 3.780 -1.079
18 H 1.818 2.085 -1.170
19 C 2.033 -3.517 -4.649
20 O 2.448 -2.765 -3.498
21 C 1.613 -2.422 -2.554
22 O 2.098 -1.816 -1.572
23 N 0.320 -2.753 -2.704
24 N -0.605 -2.425 -1.735
25 H 2.940 -3.671 -5.224
26 H 1.320 -2.958 -5.258
27 H 1.624 -4.487 -4.364
28 H 0.014 -3.189 -3.559
29 H -1.105 -3.241 -1.406
30 H -1.241 -1.690 -2.056
31 C -0.449 -3.805 2.049
32 O -0.703 -2.510 1.498
33 C -1.432 -1.649 2.373
34 C -0.492 -0.930 3.319
35 O 0.330 0.029 2.643
36 C -0.280 1.316 2.503
37 H -1.376 -4.381 2.088
38 H -0.030 -3.744 3.055
39 H 0.259 -4.303 1.389
40 H -2.175 -2.218 2.938
41 H -1.961 -0.934 1.737
42 H 0.199 -1.642 3.775
43 H -1.058 -0.437 4.113
44 H -0.624 1.671 3.476
45 H -1.122 1.289 1.810
46 H 0.486 1.994 2.127
47 C -3.367 1.750 -2.821
48 P -2.078 1.024 -1.712
49 C -1.112 2.571 -1.431
50 C -1.134 3.463 -0.364
51 C -0.355 4.614 -0.389
52 C 0.456 4.896 -1.477
53 C 0.491 4.012 -2.547
54 C -0.273 2.856 -2.515
55 C -3.216 0.569 -0.329
56 C -3.559 1.270 0.823
57 C -4.471 0.738 1.729
58 C -5.073 -0.486 1.488
59 C -4.759 -1.187 0.331
60 C -3.831 -0.668 -0.556
61 H -3.877 2.566 -2.309
62 H -4.095 0.984 -3.085
63 H -2.899 2.128 -3.729
64 H -1.766 3.298 0.494
65 H -0.400 5.299 0.447
66 H 1.045 5.803 -1.496
67 H 1.112 4.222 -3.409
68 H -0.238 2.168 -3.355
69 H -3.165 2.253 1.026
70 H -4.721 1.297 2.622
71 H -5.794 -0.887 2.188
72 H -5.243 -2.131 0.120
73 H -3.608 -1.215 -1.468

The calculation puts the energy relative to the best compared isomer or geometry (same formula, charge and spin) at 24.44 kcal per mole. The HOMO energy is -13.30 eV. The value obtained for the electronic energy is -68213.394 eV. For the gap between HOMO and LUMO, the calculation gives 7.3 eV. The charge is +2. The calculation puts the LUMO energy at -5.969 eV.

=====

No. 2
The following is a quantum chemistry calculation of a structure of composition C28H35CdCl2N7O5SbSe4, from the Open Molecules 2025 dataset.

Cartesian coordinates (Å):
1 Cd -0.953 -2.334 -1.073
2 O -4.733 2.220 -3.461
3 C -3.922 1.219 -3.044
4 C -4.209 0.458 -1.924
5 C -3.320 -0.528 -1.531
6 N -2.200 -0.770 -2.205
7 C -1.957 -0.083 -3.326
8 C -2.776 0.928 -3.780
9 C -0.761 -0.481 -4.148
10 O -0.460 0.077 -5.178
11 O -0.114 -1.508 -3.626
12 C -3.691 -1.458 -0.347
13 O -4.806 -1.287 0.131
14 O -2.828 -2.333 -0.023
15 H -5.498 2.266 -2.879
16 H -5.110 0.598 -1.340
17 H -2.535 1.457 -4.690
18 C -0.065 3.695 2.174
19 N 0.311 3.795 0.783
20 C 0.116 5.119 0.223
21 C 0.379 2.692 -0.069
22 N -0.187 1.552 0.070
23 C -1.248 1.296 0.927
24 C -2.319 2.165 1.015
25 C -3.360 1.951 1.925
26 C -3.325 0.880 2.767
27 C -2.289 -0.076 2.672
28 C -2.289 -1.201 3.526
29 C -1.304 -2.139 3.436
30 C -0.290 -2.004 2.477
31 C -0.270 -0.951 1.588
32 N 0.673 -0.993 0.533
33 C 1.932 -0.873 0.788
34 N 2.877 -1.126 -0.159
35 C 2.593 -1.882 -1.364
36 C 4.280 -0.818 0.021
37 N 2.464 -0.365 1.993
38 C 1.730 0.666 2.697
39 C 3.123 -1.312 2.874
40 C -1.255 0.087 1.706
41 N 1.207 2.910 -1.160
42 C 1.191 1.902 -2.200
43 C 2.529 3.470 -0.940
44 H 0.580 4.361 2.757
45 H 0.063 2.679 2.535
46 H -1.107 3.988 2.343
47 H -0.901 5.474 0.438
48 H 0.254 5.094 -0.853
49 H 0.820 5.833 0.663
50 H -2.347 3.019 0.347
51 H -4.180 2.658 1.973
52 H -4.110 0.721 3.494
53 H -3.091 -1.305 4.246
54 H -1.302 -3.005 4.085
55 H 0.476 -2.761 2.393
56 H 1.523 -1.987 -1.486
57 H 3.045 -2.874 -1.325
58 H 2.993 -1.358 -2.234
59 H 4.403 -0.078 0.806
60 H 4.675 -0.418 -0.915
61 H 4.859 -1.712 0.275
62 H 1.239 1.309 1.969
63 H 2.449 1.267 3.264
64 H 0.980 0.278 3.395
65 H 3.546 -2.133 2.301
66 H 2.420 -1.734 3.604
67 H 3.924 -0.806 3.421
68 H 0.168 1.590 -2.355
69 H 1.784 1.023 -1.925
70 H 1.578 2.333 -3.124
71 H 2.546 4.087 -0.046
72 H 2.815 4.082 -1.798
73 H 3.272 2.670 -0.822
74 Se 0.282 -6.020 -5.681
75 Sb 0.600 -4.667 -3.721
76 Se 2.441 -5.331 -2.280
77 Se 1.290 -2.214 -4.675
78 Se -1.609 -4.128 -2.580
79 Cl -0.084 -4.608 0.435
80 C 1.256 -5.519 1.155
81 Cl 2.608 -4.468 1.590
82 H 1.619 -6.223 0.412
83 H 0.895 -5.993 2.060

The calculation puts the energy relative to the best compared isomer or geometry (same formula, charge and spin) at 44.71 kcal per mole. The HOMO energy is -4.47 eV. The value obtained for the electronic energy is -347809.131 eV. For the gap between HOMO and LUMO, the calculation gives 6.4 eV. The charge is -1. The calculation puts the LUMO energy at 1.942 eV.

=====

No. 3
The following is a quantum chemistry calculation of a structure of composition C28H35Cl4NO4SbSiTeZr, from the Open Molecules 2025 dataset.

Cartesian coordinates (Å):
1 Zr 0.591 -1.132 0.793
2 Cl 2.018 -7.470 -0.208
3 C 1.135 -5.988 -0.095
4 C -0.214 -5.997 0.237
5 Cl -1.026 -7.492 0.543
6 C -0.917 -4.795 0.324
7 Cl -2.592 -4.759 0.742
8 C -0.289 -3.582 0.074
9 O -0.903 -2.402 0.153
10 C 1.087 -3.575 -0.258
11 O 1.659 -2.374 -0.445
12 C 1.779 -4.774 -0.336
13 Cl 3.458 -4.713 -0.747
14 C 5.186 -1.010 -0.980
15 Sb 3.627 -0.279 0.319
16 C 4.907 1.122 1.311
17 C 3.998 -1.857 1.755
18 H 5.962 -1.431 -0.342
19 H 5.605 -0.202 -1.581
20 H 4.793 -1.781 -1.641
21 H 5.925 0.735 1.265
22 H 4.581 1.203 2.346
23 H 4.873 2.108 0.849
24 H 4.532 -1.405 2.591
25 H 4.615 -2.609 1.264
26 H 3.104 -2.338 2.146
27 Te 1.358 0.692 2.950
28 C -1.865 -0.440 2.819
29 N -1.067 -1.073 3.855
30 C -1.280 -0.434 5.135
31 C 0.322 -1.239 3.549
32 O 0.505 -2.112 2.492
33 H -2.894 -0.803 2.871
34 H -1.514 -0.701 1.815
35 H -1.845 0.654 2.889
36 H -2.349 -0.402 5.348
37 H -0.891 0.598 5.149
38 H -0.792 -1.004 5.926
39 H 0.831 -1.590 4.445
40 C -3.172 -0.581 -1.489
41 C -2.158 0.223 -2.313
42 C -2.896 0.990 -3.417
43 C -1.187 -0.744 -3.008
44 Si -1.130 1.328 -1.168
45 O -0.126 0.428 -0.249
46 C -0.047 2.465 -2.203
47 C 1.317 2.193 -2.323
48 C 2.150 3.006 -3.083
49 C 1.630 4.113 -3.738
50 C 0.277 4.407 -3.624
51 C -0.547 3.591 -2.861
52 C -2.191 2.405 -0.049
53 C -1.696 2.681 1.229
54 C -2.388 3.497 2.114
55 C -3.596 4.066 1.737
56 C -4.106 3.811 0.471
57 C -3.410 2.990 -0.406
58 H -3.790 -1.190 -2.160
59 H -3.841 0.070 -0.920
60 H -2.680 -1.264 -0.795
61 H -3.382 0.267 -4.082
62 H -2.215 1.589 -4.025
63 H -3.681 1.646 -3.038
64 H -1.755 -1.440 -3.638
65 H -0.612 -1.339 -2.299
66 H -0.487 -0.206 -3.654
67 H 1.731 1.334 -1.807
68 H 3.206 2.776 -3.162
69 H 2.276 4.749 -4.331
70 H -0.133 5.276 -4.124
71 H -1.596 3.851 -2.767
72 H -0.762 2.232 1.549
73 H -1.981 3.679 3.101
74 H -4.139 4.702 2.426
75 H -5.050 4.248 0.167
76 H -3.840 2.805 -1.382

The calculation puts the energy relative to the best compared isomer or geometry (same formula, charge and spin) at 18.49 kcal per mole. The HOMO energy is -4.68 eV. The value obtained for the electronic energy is -112371.193 eV. For the gap between HOMO and LUMO, the calculation gives 7.1 eV. The charge is -1. The calculation puts the LUMO energy at 2.420 eV.

=====

How do the records compare in max |F|? In the order shown, they have 0.75, 1.91, 2.14 eV/Å.